# 1
The following is a quantum chemistry calculation of a molecular structure, C37H36BN5O2S2SrTe, from the OMol25 dataset.

Each line ends with the Mulliken charge.
Positions of all 85 atoms, in Å:
Sr (12.593, 14.367, 10.849)  1.35
C (12.221, 19.886, 8.747)  -0.95
N (11.353, 19.021, 9.536)  0.23
C (10.017, 19.342, 9.808)  -0.52
C (9.579, 18.400, 10.678)  -0.58
N (10.708, 17.596, 11.049)  0.34
B (10.798, 16.687, 12.370)  0.17
N (12.197, 16.934, 13.060)  0.29
C (12.973, 18.086, 13.053)  -0.73
C (14.221, 17.788, 13.463)  -0.37
N (14.151, 16.501, 13.958)  0.20
C (15.220, 15.780, 14.701)  -0.51
C (12.953, 15.923, 13.586)  -0.66
S (12.539, 14.337, 13.771)  -0.10
C (11.749, 17.941, 10.262)  0.12
S (13.283, 17.257, 10.093)  -0.47
H (13.307, 19.684, 8.880)  0.27
H (12.031, 20.911, 9.027)  0.38
H (12.105, 19.746, 7.676)  0.31
H (9.528, 20.186, 9.307)  0.45
H (8.549, 18.178, 10.966)  0.43
H (9.904, 17.035, 13.028)  -0.18
H (10.599, 15.533, 12.096)  -0.15
H (12.574, 19.047, 12.728)  0.52
H (15.175, 18.334, 13.521)  0.43
H (14.917, 15.707, 15.759)  0.26
H (16.193, 16.262, 14.733)  0.30
H (15.231, 14.822, 14.152)  0.08
C (13.373, 8.203, 14.528)  -1.82
C (13.508, 9.306, 13.550)  0.57
C (14.712, 10.065, 13.460)  -0.42
C (14.795, 11.097, 12.538)  0.66
C (16.048, 11.952, 12.323)  -0.70
O (16.549, 12.767, 13.126)  -0.74
C (16.752, 11.654, 11.067)  0.64
C (17.915, 12.436, 10.794)  -0.63
C (18.770, 12.132, 9.733)  -0.61
C (18.451, 11.050, 8.852)  -0.42
C (17.339, 10.256, 9.145)  -0.68
C (16.568, 10.519, 10.259)  -0.02
C (13.703, 11.474, 11.680)  1.30
O (13.850, 12.408, 10.812)  -1.64
C (12.488, 10.744, 11.844)  0.16
C (12.508, 9.566, 12.641)  -0.87
C (11.142, 11.283, 11.417)  0.46
N (10.852, 12.544, 11.201)  0.08
C (9.606, 13.007, 10.500)  -0.94
C (9.512, 12.855, 8.977)  -0.82
Te (10.973, 13.987, 7.771)  0.07
C (11.273, 12.181, 6.514)  -0.07
C (10.316, 11.951, 5.513)  -0.36
C (10.377, 10.788, 4.805)  -0.42
C (11.394, 9.795, 5.055)  -0.59
C (12.327, 10.000, 6.049)  -0.49
C (12.310, 11.248, 6.797)  -0.15
C (10.083, 10.224, 11.240)  0.05
C (10.336, 9.137, 10.365)  0.25
C (9.427, 8.153, 10.038)  -0.87
C (8.258, 8.143, 10.762)  -0.30
C (7.943, 9.189, 11.603)  -0.93
C (8.819, 10.260, 11.804)  0.06
H (14.213, 7.453, 14.643)  0.32
H (12.455, 7.673, 14.319)  0.36
H (13.184, 8.561, 15.523)  0.34
H (15.570, 9.839, 14.083)  0.48
H (18.185, 13.233, 11.482)  0.43
H (19.594, 12.792, 9.526)  0.38
H (19.075, 10.811, 7.999)  0.40
H (16.955, 9.432, 8.526)  0.35
H (15.771, 9.823, 10.516)  0.32
H (11.652, 8.919, 12.533)  0.32
H (9.576, 14.100, 10.695)  0.56
H (8.691, 12.518, 10.924)  0.19
H (8.482, 13.205, 8.671)  0.54
H (9.603, 11.794, 8.640)  0.42
H (9.664, 12.766, 5.234)  0.41
H (9.637, 10.530, 4.066)  0.38
H (11.491, 8.969, 4.399)  0.43
H (13.079, 9.291, 6.343)  0.45
H (13.119, 11.486, 7.539)  0.30
H (11.329, 9.184, 9.885)  0.39
H (9.544, 7.485, 9.157)  0.35
H (7.541, 7.300, 10.664)  0.34
H (6.941, 9.274, 12.035)  0.37
H (8.439, 11.105, 12.449)  0.44

Summary:
- Energy: -80976.8866 eV
- Spin multiplicity: 1
- Highest occupied orbital energy: -7.169 eV
- Strongest force on any atom: 2.81 eV Å⁻¹
- HOMO-LUMO gap: 7.158 eV

# 2
The following is a quantum chemistry calculation of a molecular structure, C37H36MnN4O5S, from the OMol25 dataset.

Each line ends with the Mulliken charge.
Positions of all 84 atoms, in Å:
Mn (-1.177, 0.539, 0.975)  1.80
O (0.099, -1.063, 1.502)  -0.37
C (0.645, -1.189, 2.664)  0.24
C (1.971, -1.695, 2.778)  -0.05
C (2.580, -1.874, 3.993)  -0.69
C (1.917, -1.589, 5.195)  -0.86
C (0.631, -1.118, 5.127)  -0.67
C (-0.016, -0.886, 3.902)  0.61
C (-1.381, -0.433, 3.951)  -0.65
N (-2.019, 0.083, 2.972)  0.39
C (-3.442, 0.318, 3.049)  -0.85
C (-4.110, -0.520, 1.951)  -0.90
N (-3.301, -0.442, 0.744)  -0.03
C (-3.295, -1.447, -0.043)  -0.51
C (-2.551, -1.563, -1.284)  0.77
C (-2.792, -2.708, -2.058)  -0.81
C (-2.193, -2.909, -3.281)  -0.96
C (-1.325, -1.924, -3.762)  -0.45
C (-1.050, -0.798, -3.024)  -0.41
C (-1.627, -0.578, -1.749)  0.41
O (-1.295, 0.471, -1.065)  -0.43
H (2.491, -1.913, 1.858)  0.22
H (3.597, -2.251, 4.022)  0.44
H (2.404, -1.747, 6.148)  0.38
H (0.084, -0.905, 6.041)  0.38
H (-1.901, -0.578, 4.908)  0.25
H (-3.635, 1.377, 2.855)  0.17
H (-3.860, 0.064, 4.031)  0.45
H (-5.110, -0.124, 1.749)  0.34
H (-4.220, -1.559, 2.285)  0.45
H (-3.907, -2.327, 0.199)  0.23
H (-3.483, -3.450, -1.670)  0.37
H (-2.398, -3.800, -3.859)  0.41
H (-0.855, -2.049, -4.731)  0.46
H (-0.363, -0.044, -3.389)  0.45
C (2.866, 2.248, 1.829)  -1.48
C (1.582, 2.066, 1.090)  1.09
C (1.533, 2.408, -0.371)  -0.85
O (0.570, 1.720, 1.684)  -0.56
H (3.374, 3.163, 1.519)  0.44
H (3.498, 1.403, 1.548)  0.24
H (2.694, 2.235, 2.902)  0.36
H (2.500, 2.256, -0.845)  0.28
H (1.270, 3.467, -0.453)  0.43
H (0.766, 1.815, -0.874)  -0.10
N (-3.494, 7.191, -1.017)  -0.35
C (-2.645, 6.860, -0.005)  0.16
O (-2.019, 7.695, 0.618)  -0.61
C (-2.481, 5.394, 0.270)  0.91
C (-2.798, 4.398, -0.644)  -1.09
C (-2.596, 3.073, -0.291)  -0.45
N (-2.116, 2.715, 0.904)  0.35
C (-1.800, 3.679, 1.778)  -0.53
C (-1.962, 5.022, 1.504)  -0.76
H (-3.673, 8.172, -1.157)  0.24
H (-4.162, 6.533, -1.373)  0.19
H (-3.164, 4.622, -1.637)  0.39
H (-2.798, 2.259, -0.975)  0.50
H (-1.393, 3.342, 2.724)  0.52
H (-1.691, 5.782, 2.223)  0.48
O (2.836, -0.353, -0.218)  -0.75
S (1.855, -1.012, -1.127)  1.38
C (1.929, -2.778, -0.873)  -0.39
C (3.137, -3.413, -0.628)  -0.35
C (3.140, -4.780, -0.411)  -0.76
C (1.946, -5.493, -0.447)  -0.57
C (0.745, -4.844, -0.689)  -0.79
C (0.729, -3.470, -0.895)  0.57
C (2.668, -0.981, -2.732)  0.03
C (2.142, -1.698, -3.799)  -0.43
C (2.750, -1.606, -5.040)  -0.87
C (3.873, -0.804, -5.210)  -0.54
C (4.388, -0.095, -4.137)  -0.68
C (3.785, -0.180, -2.888)  -0.42
H (4.049, -2.831, -0.594)  0.44
H (4.071, -5.294, -0.210)  0.41
H (1.956, -6.561, -0.275)  0.39
H (-0.183, -5.400, -0.702)  0.48
H (-0.201, -2.938, -1.051)  0.17
H (1.271, -2.325, -3.658)  0.63
H (2.351, -2.166, -5.876)  0.41
H (4.347, -0.738, -6.180)  0.38
H (5.267, 0.524, -4.266)  0.41
H (4.176, 0.348, -2.030)  0.44

Summary:
- Energy: -97309.4296 eV
- Spin multiplicity: 6
- Relative energy (zero: lowest compared OMol25 entry of this formula, charge and spin): 0.00 kJ/mol
- Highest occupied orbital energy (alpha / beta): -6.919 / -7.083 eV
- Strongest force on any atom: 0.52 eV Å⁻¹
- HOMO-LUMO gap (alpha / beta): 6.742 / 6.876 eV